[1]
{"formula": "C55H39MoN5O9", "method": "wB97M-V/def2-TZVPD", "elements": ["Mo", "C", "O", "C", "C", "C", "C", "C", "C", "C", "C", "C", "C", "C", "N", "C", "C", "C", "C", "C", "C", "C", "C", "C", "C", "O", "C", "C", "C", "C", "N", "C", "C", "C", "C", "C", "C", "O", "C", "C", "C", "C", "C", "C", "C", "N", "C", "C", "N", "C", "C", "C", "C", "O", "C", "C", "C", "H", "H", "H", "H", "H", "H", "H", "H", "H", "H", "H", "H", "H", "H", "H", "H", "H", "H", "H", "H", "H", "H", "H", "H", "H", "H", "H", "H", "H", "H", "H", "H", "H", "H", "H", "H", "O", "C", "C", "C", "N", "C", "C", "C", "O", "O", "C", "O", "O", "H", "H", "H"], "xyz": [[0.44163, 0.35583, 0.17032], [6.60936, -3.07359, -6.88350], [6.72906, -2.87064, -5.48923], [5.63260, -2.42050, -4.82395], [4.41757, -2.12162, -5.42913], [3.35990, -1.66431, -4.64855], [3.49420, -1.50408, -3.27857], [4.72280, -1.80739, -2.68352], [5.77942, -2.25778, -3.44702], [2.37114, -1.01918, -2.43181], [1.83059, -1.90346, -1.50986], [2.20336, -3.28337, -1.41416], [1.57756, -3.79161, -0.33015], [0.80724, -2.72923, 0.24115], [0.94012, -1.57983, -0.50740], [0.05114, -2.85294, 1.39533], [-0.82903, -1.88576, 1.83721], [-1.73503, -2.07532, 2.93143], [-2.56991, -1.01110, 2.94452], [-2.17207, -0.16157, 1.86441], [-2.85042, 0.96894, 1.45629], [-4.05050, 1.40147, 2.23224], [-5.31461, 0.95819, 1.88019], [-6.44240, 1.35376, 2.59508], [-6.29400, 2.20740, 3.68137], [-7.32509, 2.65779, 4.44687], [-8.62773, 2.23526, 4.09648], [-5.02465, 2.65643, 4.04176], [-3.91311, 2.25757, 3.32589], [-2.44608, 1.71528, 0.36565], [-1.30982, 1.52167, -0.39206], [-1.24079, 2.64548, -1.18758], [-0.22263, 2.99924, -2.05678], [-0.27512, 4.33679, -2.71538], [-0.73645, 4.47784, -4.01359], [-0.79338, 5.72554, -4.62777], [-0.37894, 6.85115, -3.92652], [-0.38951, 8.11405, -4.42986], [-0.90407, 8.29038, -5.73495], [0.08534, 6.72013, -2.61912], [0.13332, 5.47675, -2.02179], [0.80768, 2.13882, -2.38237], [1.79168, 2.37271, -3.39712], [2.49336, 1.22393, -3.51806], [1.94366, 0.29288, -2.57203], [0.93541, 0.88383, -1.85819], [-2.38133, 3.49200, -0.98256], [-3.13120, 2.91329, -0.02711], [-1.07048, -0.67133, 1.22225], [0.13417, -4.13366, 2.15838], [1.05716, -4.28904, 3.19078], [1.13180, -5.46975, 3.90220], [0.27976, -6.52815, 3.59226], [0.42743, -7.65016, 4.34478], [-0.41990, -8.74547, 4.05402], [-0.64730, -6.38871, 2.56542], [-0.70992, -5.19125, 1.85909], [6.39027, -2.13797, -7.40450], [5.83217, -3.80687, -7.11406], [7.57017, -3.45418, -7.21810], [4.27678, -2.24098, -6.49340], [2.41233, -1.43607, -5.12216], [4.83564, -1.66997, -1.61353], [6.73684, -2.48843, -2.99878], [2.86932, -3.78756, -2.09362], [1.62790, -4.79388, 0.06172], [-1.74352, -2.93977, 3.57480], [-3.40447, -0.81755, 3.59808], [-5.42964, 0.29227, 1.03283], [-7.41471, 0.99168, 2.29483], [-9.30108, 2.70299, 4.80894], [-8.72657, 1.14862, 4.16578], [-8.89171, 2.55665, 3.08552], [-4.93365, 3.32377, 4.88879], [-2.92536, 2.61323, 3.59659], [-1.06011, 3.60077, -4.56135], [-1.16016, 5.79996, -5.64111], [-0.30386, 7.75521, -6.47579], [-0.85809, 9.35609, -5.93905], [-1.94193, 7.95365, -5.80164], [0.40087, 7.61024, -2.09114], [0.48722, 5.37714, -1.00270], [1.90562, 3.29267, -3.94630], [3.31500, 1.01307, -4.18143], [-2.55995, 4.41380, -1.51012], [-4.05601, 3.25827, 0.40400], [1.72318, -3.46997, 3.43551], [1.84565, -5.59858, 4.70507], [-0.14745, -9.53255, 4.75098], [-0.27200, -9.10146, 3.03123], [-1.47102, -8.48288, 4.19797], [-1.32181, -7.19165, 2.30701], [-1.43450, -5.08338, 1.06061], [2.61492, -0.65229, 5.88443], [2.16752, -0.31620, 4.65818], [1.12035, 0.59125, 4.46407], [0.72265, 0.84251, 3.17056], [1.25936, 0.17070, 2.16671], [2.39109, -0.50174, 2.31215], [2.87484, -0.81509, 3.55861], [3.12966, -0.48558, 0.98343], [4.13795, -1.12167, 0.78043], [2.55701, 0.37091, 0.18095], [-0.01291, 2.08105, 2.64659], [-0.66144, 2.77813, 3.40783], [0.26766, 2.27542, 1.40953], [2.08625, -0.21180, 6.55945], [0.68606, 1.15475, 5.28075], [3.80470, -1.35023, 3.68918]], "forces_ev_per_angstrom": [[0.2, 0.1, 0.1], [0.0, 0.0, 0.0], [0.0, 0.0, 0.0], [0.0, 0.0, 0.0], [0.0, 0.0, 0.0], [0.0, 0.0, 0.0], [0.0, 0.0, -0.1], [0.0, 0.0, 0.0], [0.0, 0.0, 0.0], [0.0, 0.0, 0.0], [0.0, 0.0, 0.0], [0.0, 0.1, -0.1], [0.0, 0.0, 0.1], [0.0, 0.0, -0.1], [-0.1, -0.1, -0.1], [0.1, -0.1, 0.0], [-0.1, 0.1, 0.0], [0.0, 0.0, 0.0], [0.0, 0.0, 0.0], [0.0, 0.0, 0.0], [0.0, 0.0, 0.1], [0.0, 0.0, -0.1], [0.0, 0.0, 0.0], [0.0, 0.0, 0.0], [0.0, 0.0, 0.0], [0.0, 0.0, 0.0], [0.0, 0.0, 0.0], [0.0, 0.0, 0.0], [0.0, 0.0, 0.0], [0.0, 0.1, 0.0], [-0.1, 0.0, 0.1], [0.0, 0.0, 0.0], [0.0, 0.1, -0.1], [0.0, 0.0, 0.0], [0.0, 0.0, 0.0], [0.0, 0.0, 0.0], [0.0, 0.0, 0.0], [0.0, 0.0, 0.0], [0.0, 0.0, 0.0], [0.0, 0.0, 0.0], [0.0, 0.0, 0.0], [0.0, 0.0, -0.1], [-0.1, 0.0, 0.0], [0.0, -0.1, 0.0], [0.1, 0.0, 0.0], [-0.1, 0.0, 0.1], [0.0, 0.0, 0.0], [0.0, -0.1, 0.0], [-0.1, -0.2, 0.0], [-0.1, 0.0, 0.0], [0.0, 0.0, 0.0], [0.0, 0.0, 0.0], [0.0, 0.0, 0.0], [0.0, 0.0, 0.0], [0.0, 0.0, 0.0], [0.0, 0.0, 0.0], [0.0, 0.0, 0.0], [0.0, 0.0, 0.0], [0.0, 0.0, 0.0], [0.0, 0.0, 0.0], [0.0, 0.0, 0.0], [0.0, 0.0, 0.0], [0.0, 0.0, 0.0], [0.0, 0.0, 0.0], [0.0, 0.0, 0.0], [0.0, 0.0, 0.0], [0.0, 0.0, 0.0], [0.0, 0.0, 0.0], [0.0, 0.0, 0.0], [0.0, 0.0, 0.0], [0.0, 0.0, 0.0], [0.0, 0.0, 0.0], [0.0, 0.0, 0.0], [0.0, 0.0, 0.0], [0.0, 0.0, 0.0], [0.0, 0.0, 0.0], [0.0, 0.0, 0.0], [0.0, 0.0, 0.0], [0.0, 0.0, 0.0], [0.0, 0.0, 0.0], [0.0, 0.0, 0.0], [0.0, 0.0, 0.0], [0.0, 0.0, 0.0], [0.0, 0.0, 0.0], [0.0, 0.0, 0.0], [0.0, 0.0, 0.0], [0.0, 0.0, 0.0], [0.0, 0.0, 0.0], [0.0, 0.0, 0.0], [0.0, 0.0, 0.0], [0.0, 0.0, 0.0], [0.0, 0.0, 0.0], [0.0, 0.0, 0.0], [0.0, 0.0, 0.0], [-0.1, 0.0, 0.0], [0.1, 0.0, 0.1], [0.0, 0.1, 0.0], [0.0, 0.1, -0.1], [0.0, 0.0, 0.0], [0.0, 0.0, 0.1], [0.0, 0.0, -0.1], [0.0, 0.0, 0.0], [0.1, -0.1, 0.1], [0.0, -0.1, -0.1], [0.0, 0.1, 0.0], [0.1, 0.0, 0.0], [0.0, 0.0, 0.0], [0.0, 0.0, 0.0], [0.0, 0.0, 0.0]], "mulliken_charge": [-0.53, -0.85, -0.46, 0.93, -0.64, -0.50, -0.78, 0.01, -0.92, 1.10, 0.57, -1.43, -1.69, 0.43, 0.61, 0.80, 0.80, -1.42, -1.50, 0.30, 0.84, -0.96, -0.26, -0.56, 0.97, -0.46, -0.87, -0.87, 0.12, 0.70, 0.19, 0.80, 1.07, -1.27, -0.26, -0.60, 1.01, -0.46, -0.85, -0.89, 0.05, 0.71, -1.46, -1.26, 0.51, 0.00, -1.31, -1.61, 0.21, -1.08, 0.08, -0.84, 0.91, -0.46, -0.87, -0.68, -0.16, 0.33, 0.34, 0.24, 0.39, 0.48, 0.59, 0.46, 0.59, 0.56, 0.61, 0.64, 0.50, 0.42, 0.25, 0.33, 0.34, 0.44, 0.62, 0.48, 0.40, 0.33, 0.24, 0.34, 0.42, 0.59, 0.55, 0.58, 0.49, 0.55, 0.46, 0.44, 0.25, 0.34, 0.34, 0.41, 0.54, -0.54, 0.93, -0.83, -0.09, 0.94, 0.30, -0.84, -0.02, -0.71, -0.57, 0.54, -0.78, -0.55, 0.31, 0.49, 0.57], "lumo_energy_ev": [-1.17, -1.17], "total_charge": 0, "energy_ha": -3138.531302, "homo_lumo_gap_ha": [0.2190, 0.2190], "homo_energy_ev": [-7.130, -7.131]}

[2]
{"formula": "C55H40Cl4IN7OPt", "method": "wB97M-V/def2-TZVPD", "elements": ["Pt", "Cl", "C", "C", "C", "C", "C", "C", "C", "C", "C", "C", "C", "C", "C", "C", "C", "C", "Cl", "C", "C", "C", "N", "C", "C", "C", "C", "C", "C", "Cl", "C", "C", "C", "C", "C", "C", "N", "C", "C", "C", "C", "C", "N", "C", "C", "C", "C", "Cl", "C", "C", "C", "C", "N", "H", "H", "H", "H", "H", "H", "H", "H", "H", "H", "H", "H", "H", "H", "H", "H", "H", "H", "H", "H", "H", "H", "H", "H", "I", "C", "C", "C", "C", "C", "N", "H", "H", "H", "H", "C", "N", "C", "C", "C", "N", "C", "C", "O", "H", "H", "H", "H", "H", "H", "H", "H", "H", "H", "H", "H"], "xyz": [[-0.36988, -0.55086, -0.01787], [-7.95126, 4.70619, 1.44914], [-6.52785, 3.76617, 1.19127], [-6.55513, 2.40319, 1.43249], [-5.40979, 1.64798, 1.22681], [-4.24643, 2.25582, 0.76717], [-4.23182, 3.62672, 0.52546], [-5.37183, 4.38583, 0.74537], [-3.02495, 1.44362, 0.50928], [-2.18464, 1.16375, 1.62891], [-2.33125, 1.69470, 2.94712], [-1.21651, 1.33218, 3.64757], [-0.41067, 0.55482, 2.75309], [0.83164, -0.08675, 3.02317], [1.81776, 0.54424, 3.84018], [1.70440, 1.91578, 4.18178], [2.65250, 2.53917, 4.95537], [3.77248, 1.82211, 5.37765], [4.94340, 2.58915, 6.34324], [3.95878, 0.49374, 4.99209], [3.00261, -0.12936, 4.23321], [1.07683, -1.41465, 2.43508], [0.78077, -1.66718, 1.17435], [1.07889, -2.99058, 0.91874], [1.03591, -3.55354, -0.34281], [1.36509, -4.98842, -0.47998], [0.36754, -5.87865, -0.87233], [0.65293, -7.22584, -1.01855], [1.94714, -7.67626, -0.80572], [2.31165, -9.34807, -1.01702], [2.95144, -6.79983, -0.42696], [2.65508, -5.45785, -0.24899], [0.73571, -2.84658, -1.55637], [0.92825, -3.32575, -2.87817], [0.62438, -2.29321, -3.72582], [0.21705, -1.19931, -2.90357], [0.28509, -1.57558, -1.60768], [-0.33602, 0.07049, -3.28660], [-1.48032, 0.59033, -2.52475], [-2.64318, 1.25238, -3.05281], [-3.42509, 1.58176, -1.98563], [-2.73011, 1.13837, -0.81286], [-1.57977, 0.49461, -1.20710], [0.17199, 0.84363, -4.37603], [-0.19423, 2.20791, -4.50976], [0.30217, 2.98801, -5.52604], [1.19767, 2.43402, -6.43853], [1.80156, 3.38856, -7.71061], [1.62973, 1.11248, -6.30241], [1.14139, 0.34184, -5.28195], [1.52459, -3.59219, 2.13739], [1.54426, -2.60608, 3.08022], [-1.04528, 0.44713, 1.56363], [-7.46619, 1.93233, 1.77627], [-5.42336, 0.57983, 1.41252], [-3.32562, 4.10277, 0.16595], [-5.36397, 5.45329, 0.56669], [-3.16062, 2.29324, 3.29263], [-1.00420, 1.51363, 4.69023], [0.87622, 2.49857, 3.80617], [2.54609, 3.57800, 5.23621], [4.85280, -0.03226, 5.29843], [3.16861, -1.15136, 3.93230], [-0.64195, -5.51706, -1.04390], [-0.12134, -7.92583, -1.30327], [3.95867, -7.16484, -0.27617], [3.43528, -4.76516, 0.04566], [1.27073, -4.31410, -3.14315], [0.60822, -2.33138, -4.80177], [-2.85292, 1.41189, -4.09951], [-4.37855, 2.08885, -1.99876], [-0.84717, 2.66451, -3.78188], [0.01453, 4.02698, -5.61737], [2.35154, 0.71156, -7.00142], [1.51690, -0.66044, -5.17541], [1.77815, -4.63243, 2.27071], [1.78711, -2.71085, 4.12667], [-2.55425, -2.83905, 2.57781], [-2.86740, -3.39329, 0.57681], [-3.59072, -4.55743, 0.33652], [-3.86698, -4.88538, -0.97996], [-3.42129, -4.04273, -1.98884], [-2.70601, -2.91504, -1.63143], [-2.41301, -2.59620, -0.36581], [-3.93317, -5.17103, 1.15803], [-4.44294, -5.77205, -1.21212], [-3.62887, -4.25221, -3.03056], [-2.35815, -2.22151, -2.39259], [4.05693, 1.04954, 0.84298], [3.34168, 2.31324, 0.80647], [4.12725, 3.50001, 1.12935], [3.22581, 4.64426, 1.53981], [2.15575, 4.83586, 0.48639], [1.46545, 3.57839, 0.21923], [0.14123, 3.68312, -0.36044], [2.10338, 2.36476, 0.22159], [1.57500, 1.35185, -0.24727], [4.40950, 0.85899, 1.85974], [4.92429, 1.07082, 0.17670], [3.39197, 0.25142, 0.52841], [4.73737, 3.79034, 0.26695], [4.80962, 3.23665, 1.93841], [3.81139, 5.55792, 1.63718], [2.76424, 4.42609, 2.50606], [2.60284, 5.22186, -0.43688], [1.41453, 5.56187, 0.82015], [-0.52892, 4.19092, 0.33831], [-0.23403, 2.68449, -0.56497], [0.16383, 4.25367, -1.29673]], "forces_ev_per_angstrom": [[0.3, 0.2, -0.1], [0.0, 0.0, 0.0], [-0.1, 0.1, 0.0], [0.0, -0.2, 0.0], [0.0, 0.0, 0.1], [0.0, -0.1, -0.1], [0.0, 0.0, 0.0], [0.2, 0.1, -0.1], [-0.1, 0.1, -0.5], [0.2, -0.1, 0.3], [-0.1, 0.1, 0.0], [0.1, 0.1, 0.0], [0.4, -0.1, 0.4], [-0.3, 0.3, -0.1], [0.1, -0.1, 0.1], [0.0, 0.0, 0.0], [0.0, 0.0, 0.0], [-0.1, 0.0, -0.1], [0.1, 0.1, 0.1], [0.1, 0.0, 0.1], [-0.1, 0.0, 0.0], [0.0, 0.0, -0.3], [-0.1, 0.3, 0.1], [0.1, -0.3, -0.5], [0.0, 0.0, 0.4], [0.0, -0.1, -0.1], [0.0, 0.0, -0.1], [-0.1, 0.0, 0.0], [0.0, -0.1, 0.0], [0.0, 0.0, 0.0], [0.1, 0.1, 0.1], [0.0, 0.0, 0.0], [-0.1, 0.2, -0.1], [0.1, -0.1, -0.1], [0.1, 0.0, 0.0], [-0.3, 0.5, -0.5], [-0.4, -0.3, 0.5], [0.3, -0.5, 0.2], [0.0, 0.3, 0.3], [-0.1, 0.0, 0.0], [0.0, 0.0, -0.2], [-0.2, 0.2, 0.6], [0.4, -0.3, -0.3], [-0.1, 0.0, -0.1], [0.0, -0.1, -0.1], [0.0, 0.0, 0.1], [-0.1, 0.0, 0.1], [0.0, 0.0, -0.1], [0.0, 0.0, -0.1], [-0.1, 0.0, 0.1], [0.0, 0.0, 0.2], [0.0, -0.2, 0.1], [-0.3, -0.2, -0.2], [0.0, 0.0, 0.0], [0.0, 0.0, 0.0], [-0.1, 0.0, 0.0], [0.0, 0.0, 0.0], [0.0, -0.1, 0.0], [0.0, 0.0, -0.1], [0.0, 0.0, 0.0], [0.0, 0.0, 0.0], [0.0, 0.0, 0.0], [0.0, 0.0, 0.0], [0.0, 0.0, 0.0], [0.0, 0.0, 0.0], [0.0, 0.0, 0.0], [0.0, 0.0, 0.0], [-0.1, 0.1, 0.0], [0.0, 0.0, 0.0], [0.0, 0.0, 0.1], [0.1, 0.0, 0.0], [0.0, 0.0, 0.0], [0.0, 0.0, 0.0], [0.0, 0.0, 0.0], [0.1, 0.0, 0.0], [0.0, 0.1, 0.0], [0.0, 0.0, -0.1], [0.1, 0.1, 0.0], [-0.1, -0.1, -0.1], [0.0, 0.0, 0.0], [0.0, 0.0, 0.1], [0.0, 0.0, -0.1], [0.1, 0.0, 0.0], [-0.5, -0.2, 0.0], [0.0, 0.0, 0.0], [0.0, 0.0, 0.0], [0.0, 0.0, 0.1], [0.1, 0.0, 0.0], [0.0, 0.1, -0.1], [0.0, 0.0, 0.1], [-0.1, -0.1, 0.0], [0.0, 0.0, 0.0], [0.0, -0.1, 0.0], [-0.1, 0.1, 0.1], [0.1, 0.0, -0.1], [0.2, 0.0, -0.1], [0.2, 0.3, 0.1], [0.0, 0.0, 0.0], [0.0, 0.0, 0.0], [0.0, 0.0, 0.0], [0.1, 0.0, 0.0], [0.0, 0.0, 0.0], [0.0, 0.0, 0.1], [0.0, 0.0, 0.0], [0.0, 0.0, 0.0], [0.0, 0.0, 0.0], [0.0, 0.0, 0.0], [0.0, 0.0, 0.0], [0.0, 0.0, 0.0]], "mulliken_charge": [-0.74, -0.17, 0.34, -0.95, 0.11, -1.07, 0.44, -1.08, 1.22, 0.62, -1.32, -1.46, -0.40, 0.53, 1.05, -0.18, -1.28, 0.50, -0.15, -1.24, -0.39, -0.49, 0.75, 0.34, 1.51, -0.87, 0.33, -1.08, 0.34, -0.17, -1.05, 0.00, 0.86, -1.56, -1.55, 0.18, 0.08, 1.06, -0.75, -1.06, -1.24, 0.18, 0.39, 1.23, -0.18, -1.24, 0.51, -0.13, -1.25, -0.38, -1.21, -1.18, 1.86, 0.43, 0.55, 0.47, 0.43, 0.66, 0.84, 0.48, 0.45, 0.48, 0.52, 0.38, 0.45, 0.43, 0.53, 0.65, 0.70, 0.83, 0.74, 0.42, 0.45, 0.47, 0.38, 0.71, 0.87, 0.09, 0.09, -0.73, -0.53, -1.08, -0.06, 0.40, 0.50, 0.44, 0.50, 0.30, -0.97, 0.53, -0.69, -0.39, -0.81, 0.51, -0.79, 0.21, -0.66, 0.26, 0.39, 0.09, 0.27, 0.42, 0.38, 0.05, 0.32, 0.40, 0.48, -0.19, 0.37], "lumo_energy_ev": [-8.08, -8.08], "total_charge": 2, "energy_ha": -4835.759270, "homo_lumo_gap_ha": [0.1645, 0.1647], "homo_energy_ev": [-12.560, -12.560]}